Record 1
{"formula": "C40H42N6O6S2SeW", "method": "ωB97M-V/def2-TZVPD", "species": ["W", "C", "C", "N", "N", "C", "S", "S", "C", "C", "C", "C", "C", "C", "C", "C", "C", "C", "C", "C", "C", "O", "H", "H", "H", "H", "H", "H", "H", "H", "H", "H", "H", "H", "H", "H", "O", "C", "O", "C", "C", "N", "N", "C", "C", "O", "O", "H", "H", "H", "C", "C", "N", "C", "C", "C", "O", "C", "C", "C", "C", "N", "C", "H", "H", "H", "H", "H", "H", "H", "H", "H", "H", "H", "H", "H", "H", "C", "C", "C", "C", "C", "C", "Se", "C", "C", "C", "H", "H", "H", "H", "H", "H", "H", "H", "H", "H", "H"], "positions_angstrom": [[0.912, 0.247, -1.128], [1.889, 1.201, -4.208], [1.322, 0.086, -3.347], [0.010, 0.273, -2.947], [-0.884, -0.677, -3.324], [-1.653, -1.232, -2.468], [-1.425, -1.091, -0.762], [-2.986, -2.188, -3.123], [-2.043, -3.694, -3.671], [-2.190, -4.758, -2.639], [-3.204, -5.704, -2.740], [-3.368, -6.660, -1.754], [-2.516, -6.684, -0.661], [-1.511, -5.739, -0.551], [-1.356, -4.775, -1.529], [1.680, -1.330, -3.618], [2.044, -1.881, -4.840], [2.295, -3.239, -4.949], [2.171, -4.066, -3.845], [1.810, -3.542, -2.614], [1.564, -2.178, -2.489], [1.222, -1.614, -1.316], [1.666, 2.179, -3.770], [1.399, 1.180, -5.185], [2.962, 1.102, -4.356], [-1.012, -3.383, -3.825], [-2.493, -3.978, -4.620], [-3.868, -5.682, -3.592], [-4.165, -7.384, -1.834], [-2.642, -7.434, 0.107], [-0.852, -5.750, 0.304], [-0.592, -4.018, -1.430], [2.100, -1.250, -5.714], [2.577, -3.658, -5.903], [2.338, -5.129, -3.939], [1.714, -4.176, -1.745], [6.028, 3.036, -2.308], [6.371, 1.786, -2.063], [7.509, 1.397, -2.152], [5.283, 0.845, -1.673], [5.441, -0.509, -1.450], [4.246, -1.028, -1.119], [3.270, -0.083, -1.114], [3.895, 1.081, -1.454], [3.040, 2.236, -1.572], [3.431, 3.370, -1.871], [1.771, 1.916, -1.334], [5.063, 3.256, -2.163], [6.329, -1.106, -1.500], [4.006, -1.995, -0.950], [-2.497, 1.343, 3.219], [-2.605, -0.115, 2.790], [-2.027, -1.052, 3.737], [-2.936, -1.751, 4.632], [-3.580, -0.822, 5.658], [-0.715, -1.316, 3.841], [-0.242, -2.166, 4.579], [0.247, -0.486, 3.031], [1.048, 0.443, 3.707], [2.099, 1.024, 3.003], [2.237, 0.782, 1.657], [1.405, -0.043, 0.951], [0.492, -0.739, 1.703], [-3.126, 1.949, 2.577], [-1.480, 1.707, 3.115], [-2.813, 1.472, 4.249], [-2.137, -0.232, 1.809], [-3.654, -0.390, 2.681], [-2.339, -2.507, 5.147], [-3.706, -2.250, 4.037], [-2.816, -0.260, 6.189], [-4.133, -1.415, 6.380], [-4.266, -0.124, 5.186], [0.886, 0.650, 4.750], [2.806, 1.667, 3.503], [3.024, 1.266, 1.086], [-0.034, -1.539, 1.188], [-1.924, 6.787, 3.418], [-1.620, 5.692, 2.444], [-2.618, 5.107, 1.679], [-2.364, 4.041, 0.833], [-3.467, 3.478, -0.003], [-1.055, 3.538, 0.753], [-0.863, 1.799, -0.251], [-0.019, 4.179, 1.427], [1.429, 3.831, 1.255], [-0.325, 5.239, 2.274], [-2.988, 7.003, 3.441], [-1.385, 7.693, 3.150], [-1.613, 6.494, 4.420], [-3.626, 5.490, 1.746], [-4.395, 4.019, 0.155], [-3.604, 2.421, 0.216], [-3.178, 3.541, -1.050], [1.555, 3.058, 0.499], [1.865, 3.493, 2.195], [1.978, 4.714, 0.926], [0.483, 5.717, 2.810]], "atomic_forces_ev_per_a": [[-1.1, -1.5, -1.6], [0.0, 0.0, 0.5], [-0.4, 0.3, -0.2], [0.5, -1.5, 1.2], [-1.3, 0.2, -1.4], [0.6, 0.5, 0.2], [0.4, 0.6, -0.2], [-0.1, -0.3, -0.2], [-0.4, 0.6, 0.3], [0.0, -0.2, 0.0], [0.1, 0.1, 0.0], [-0.1, -0.1, 0.1], [-0.1, -0.1, 0.1], [0.0, 0.0, 0.1], [0.1, 0.0, -0.1], [0.3, -0.4, 0.7], [-0.1, 0.2, 0.2], [0.0, -0.1, -0.1], [0.0, 0.1, 0.0], [-0.1, 0.2, 0.4], [0.3, 0.1, -1.2], [0.5, -1.6, 0.0], [0.0, -0.1, -0.1], [0.0, -0.1, 0.0], [0.1, 0.0, 0.0], [0.0, 0.0, -0.1], [0.1, 0.0, 0.0], [-0.1, 0.0, -0.1], [0.0, -0.1, 0.0], [0.0, -0.1, 0.1], [0.1, 0.0, 0.1], [0.0, 0.1, 0.0], [0.1, 0.1, -0.1], [0.0, 0.0, -0.1], [0.1, -0.1, 0.0], [0.0, -0.1, 0.1], [-0.1, 0.3, 0.0], [0.3, -0.1, 0.0], [-0.2, 0.0, 0.0], [-0.9, 0.1, 0.2], [-0.2, 0.3, 0.0], [-1.1, 1.0, -0.1], [1.5, 1.5, -0.8], [1.0, -2.6, 0.4], [-1.2, 1.5, -0.4], [-0.5, -1.4, 0.5], [2.8, 3.2, -0.4], [0.3, -0.3, 0.0], [0.2, -0.1, 0.0], [-0.1, 0.1, 0.0], [-0.1, -0.3, -0.1], [0.1, 0.5, -0.2], [-0.1, -0.2, 0.1], [0.0, -0.2, 0.3], [0.1, -0.2, -0.2], [0.0, -0.1, -0.1], [0.3, -0.1, 0.2], [0.4, 0.2, 0.4], [0.2, -0.3, -1.0], [-0.3, -0.2, 0.5], [-0.5, -0.6, -1.2], [-0.1, -0.4, 3.1], [0.5, 0.2, -0.7], [-0.1, 0.2, -0.1], [0.2, 0.1, 0.0], [-0.1, 0.1, 0.2], [-0.1, 0.0, 0.0], [0.0, -0.1, -0.1], [-0.2, 0.0, -0.1], [0.1, 0.0, 0.0], [0.1, 0.1, 0.1], [-0.1, 0.0, 0.1], [-0.1, 0.1, 0.0], [0.0, 0.0, 0.2], [0.0, 0.1, 0.0], [-0.2, 0.0, 0.1], [0.0, 0.3, 0.0], [0.0, 0.0, 0.0], [0.0, -0.1, 0.0], [0.1, 0.0, 0.1], [0.3, -0.3, -0.2], [0.1, -0.1, 0.0], [1.0, -0.4, -0.5], [-2.4, 1.3, 1.2], [-0.1, 0.1, 0.0], [0.0, -0.1, -0.2], [-0.1, -0.1, 0.0], [-0.1, 0.1, 0.0], [0.0, 0.2, 0.1], [0.0, 0.1, 0.1], [-0.2, 0.0, 0.0], [-0.1, 0.0, 0.0], [-0.2, -0.1, 0.0], [-0.2, 0.0, -0.2], [0.0, 0.1, 0.1], [0.0, 0.1, 0.0], [0.1, 0.0, 0.0], [0.1, 0.1, 0.1]], "spin_multiplicity": 1, "orbital_gap_ev": [5.97, 5.97], "homo_ev": [-7.4, -7.4]}



Record 2
{"formula": "C40H43Cl2N4O4Pd", "method": "ωB97M-V/def2-TZVPD", "species": ["Pd", "C", "C", "C", "C", "C", "C", "C", "C", "C", "C", "C", "C", "N", "C", "O", "C", "C", "C", "C", "C", "N", "C", "O", "N", "C", "C", "C", "C", "C", "C", "C", "C", "C", "C", "C", "C", "H", "H", "H", "H", "H", "H", "H", "H", "H", "H", "H", "H", "H", "H", "H", "H", "H", "H", "H", "H", "H", "H", "H", "H", "H", "H", "H", "H", "H", "H", "H", "H", "H", "H", "H", "H", "H", "N", "C", "C", "C", "C", "C", "C", "C", "H", "H", "H", "H", "H", "Cl", "C", "Cl", "C", "O", "O", "H"], "positions_angstrom": [[-0.188, -0.260, 0.319], [3.051, -3.880, -1.045], [1.545, -4.110, -0.902], [1.231, -5.600, -0.756], [0.758, -3.507, -2.051], [1.123, -3.815, -3.358], [0.440, -3.288, -4.441], [-0.631, -2.437, -4.219], [-1.037, -2.116, -2.931], [-2.218, -1.207, -2.673], [-3.449, -2.026, -2.277], [-2.531, -0.264, -3.828], [-0.346, -2.662, -1.835], [-0.684, -2.269, -0.525], [-1.140, -3.163, 0.345], [-1.529, -4.320, 0.144], [-1.081, -2.679, 1.795], [-1.555, -3.407, 2.873], [-1.396, -2.869, 4.146], [-0.773, -1.638, 4.324], [-0.325, -0.968, 3.197], [-0.484, -1.513, 2.001], [0.411, 0.371, 3.237], [0.722, 0.814, 4.350], [0.661, 0.881, 2.033], [1.565, 1.958, 1.932], [2.942, 1.751, 2.128], [3.807, 2.831, 2.001], [3.343, 4.092, 1.669], [1.989, 4.278, 1.438], [1.092, 3.223, 1.555], [-0.398, 3.418, 1.350], [-1.088, 3.656, 2.695], [-0.751, 4.508, 0.341], [3.515, 0.379, 2.425], [4.149, 0.328, 3.815], [4.506, -0.049, 1.340], [3.574, -4.273, -0.170], [3.274, -2.817, -1.118], [3.456, -4.388, -1.924], [1.230, -3.601, 0.010], [1.546, -6.145, -1.651], [0.162, -5.752, -0.611], [1.765, -6.022, 0.098], [1.963, -4.478, -3.530], [0.746, -3.529, -5.451], [-1.148, -2.007, -5.067], [-1.944, -0.593, -1.813], [-3.797, -2.621, -3.126], [-4.267, -1.372, -1.963], [-3.218, -2.711, -1.462], [-2.877, -0.802, -4.714], [-1.653, 0.325, -4.102], [-3.334, 0.420, -3.542], [-2.020, -4.364, 2.686], [-1.758, -3.416, 5.008], [-0.616, -1.185, 5.292], [4.869, 2.676, 2.154], [4.032, 4.923, 1.576], [1.632, 5.260, 1.158], [-0.776, 2.470, 0.957], [-0.760, 4.604, 3.131], [-0.842, 2.861, 3.400], [-2.175, 3.698, 2.575], [-0.393, 5.490, 0.653], [-1.837, 4.586, 0.239], [-0.328, 4.283, -0.639], [2.693, -0.336, 2.399], [4.993, 1.020, 3.879], [4.525, -0.676, 4.027], [3.418, 0.597, 4.576], [5.381, 0.606, 1.320], [4.035, -0.027, 0.358], [4.856, -1.067, 1.529], [-2.323, 0.418, 0.554], [-2.948, 1.288, 0.135], [-3.660, 2.423, -0.387], [-4.604, 3.082, 0.394], [-5.245, 4.193, -0.125], [-4.942, 4.634, -1.408], [-3.996, 3.972, -2.178], [-3.345, 2.860, -1.671], [-4.817, 2.729, 1.394], [-5.977, 4.719, 0.473], [-5.444, 5.506, -1.807], [-3.755, 4.326, -3.171], [-2.587, 2.341, -2.243], [1.542, 0.751, -4.322], [2.341, 0.139, -2.866], [3.809, 1.084, -2.504], [1.439, 0.134, -1.634], [1.833, -0.581, -0.686], [0.372, 0.787, -1.629], [2.657, -0.881, -3.073]], "atomic_forces_ev_per_a": [[0.6, -0.4, 0.1], [0.0, 0.0, 0.0], [0.0, 0.1, 0.0], [0.0, -0.1, 0.0], [0.0, -0.1, 0.0], [0.0, 0.0, 0.0], [0.0, 0.0, 0.0], [0.0, 0.0, 0.0], [0.0, 0.0, 0.0], [0.0, 0.0, 0.1], [0.0, 0.0, 0.0], [0.0, 0.0, 0.0], [0.0, -0.1, 0.1], [-0.3, 0.1, -0.2], [0.1, -0.1, 0.2], [-0.1, 0.0, 0.0], [0.0, 0.0, -0.1], [0.0, 0.0, 0.0], [0.0, 0.0, 0.0], [0.0, 0.0, 0.0], [0.0, 0.1, -0.1], [-0.1, 0.1, 0.0], [0.0, -0.1, 0.0], [0.1, 0.0, 0.0], [-0.1, 0.0, 0.1], [0.1, 0.0, 0.0], [-0.1, -0.1, -0.1], [0.0, 0.1, 0.0], [0.0, -0.1, 0.0], [0.0, 0.0, 0.0], [-0.1, 0.1, 0.1], [0.0, -0.1, -0.1], [0.0, 0.0, 0.0], [0.0, 0.0, 0.1], [-0.1, 0.0, 0.0], [0.0, 0.0, 0.0], [0.0, 0.0, 0.0], [0.0, 0.0, 0.0], [0.0, 0.1, 0.0], [0.0, 0.0, 0.0], [0.0, 0.0, 0.0], [0.0, 0.0, 0.0], [0.0, 0.0, 0.0], [0.0, 0.0, 0.0], [0.0, 0.0, 0.0], [0.0, 0.0, 0.0], [0.0, 0.0, 0.0], [0.0, 0.0, 0.0], [0.0, 0.0, 0.0], [0.0, 0.0, 0.0], [0.0, 0.0, 0.0], [0.0, 0.0, 0.0], [0.0, 0.0, 0.0], [0.0, 0.0, 0.0], [0.0, 0.0, 0.0], [0.0, 0.0, 0.0], [0.0, 0.0, 0.0], [0.0, 0.0, 0.0], [0.0, 0.0, 0.0], [0.0, 0.0, 0.0], [0.1, 0.1, 0.0], [0.0, 0.0, 0.0], [0.0, 0.0, 0.0], [0.0, 0.0, 0.0], [0.0, 0.0, 0.0], [0.0, 0.0, 0.0], [0.0, 0.0, 0.0], [0.0, 0.0, 0.0], [0.0, 0.0, 0.0], [0.0, 0.0, 0.0], [0.0, 0.0, 0.0], [0.0, 0.0, 0.0], [0.0, 0.0, 0.0], [0.0, 0.0, 0.0], [-0.4, 0.4, -0.2], [0.1, -0.1, 0.2], [0.1, -0.2, 0.0], [0.0, 0.0, 0.0], [0.0, 0.0, 0.0], [0.0, 0.0, 0.0], [0.0, 0.0, 0.0], [0.0, 0.1, 0.0], [0.0, 0.0, 0.0], [0.0, 0.0, 0.0], [0.0, 0.0, 0.0], [0.0, 0.0, 0.0], [0.0, 0.0, 0.0], [0.0, 0.0, 0.0], [0.1, -0.1, -0.1], [0.0, 0.0, 0.0], [-0.2, 0.1, 0.0], [0.1, 0.0, 0.0], [-0.1, 0.1, -0.1], [0.0, 0.0, 0.0]], "charge": -1, "spin_multiplicity": 3, "s_squared": 2.01, "orbital_gap_ev": [6.47, 6.80], "homo_ev": [-4.6, -5.1]}